{"formula": "C39H35AsCl2N5NaO2S3", "method": "ωB97M-V with the def2-TZVPD basis set", "symbols": ["Na", "N", "C", "C", "C", "C", "C", "C", "S", "N", "C", "C", "C", "C", "C", "C", "N", "H", "H", "H", "H", "H", "H", "H", "H", "H", "S", "C", "C", "C", "C", "C", "C", "N", "C", "C", "C", "C", "C", "C", "C", "H", "H", "H", "H", "H", "H", "H", "H", "Cl", "C", "C", "C", "Cl", "C", "O", "C", "C", "O", "C", "H", "H", "H", "S", "C", "N", "C", "C", "As", "C", "C", "C", "C", "H", "H", "H", "H", "H", "H", "H", "H", "H", "H", "H", "H", "H", "H", "H"], "coordinates": [[0.10016, 0.31297, -0.87836], [2.41279, -3.39700, 1.67405], [3.49508, -3.71037, 0.83778], [4.77888, -3.84709, 1.34220], [5.82800, -4.17568, 0.49347], [5.60059, -4.33237, -0.86473], [4.31903, -4.15590, -1.37350], [3.26076, -3.87153, -0.52475], [1.61237, -3.69597, -1.11537], [0.92585, -2.60784, 0.00693], [1.33756, -2.64215, 1.20872], [0.64096, -1.85966, 2.27365], [1.33121, -0.89027, 2.98587], [0.64666, -0.18023, 3.95813], [-0.68456, -0.49559, 4.18535], [-1.27649, -1.49349, 3.42769], [-0.63486, -2.17404, 2.47848], [2.65238, -3.20493, 2.63440], [4.95585, -3.68863, 2.40023], [6.82669, -4.28715, 0.89626], [6.41848, -4.56903, -1.53307], [4.13354, -4.23418, -2.43782], [2.34825, -0.63204, 2.72613], [1.13476, 0.62434, 4.49177], [-1.27034, 0.04819, 4.91498], [-2.32107, -1.74996, 3.56851], [-2.66487, -3.47691, -0.47734], [-1.77941, -3.52115, -1.95997], [-1.48742, -4.60203, -2.78670], [-0.76539, -4.36210, -3.94136], [-0.34258, -3.06913, -4.26950], [-0.62555, -1.99528, -3.44865], [-1.35097, -2.22583, -2.27826], [-1.72291, -1.24439, -1.37344], [-2.43133, -1.72235, -0.40744], [-3.06206, -0.97333, 0.69143], [-4.12113, -1.57092, 1.37855], [-4.75564, -0.96066, 2.44423], [-4.30667, 0.29235, 2.85499], [-3.26851, 0.91877, 2.19935], [-2.63636, 0.31659, 1.09766], [-1.81174, -5.60267, -2.53027], [-0.52413, -5.18855, -4.59925], [0.21858, -2.90395, -5.18060], [-0.31017, -0.98609, -3.68506], [-4.46899, -2.54419, 1.05351], [-5.58069, -1.45170, 2.94415], [-4.76789, 0.78398, 3.70444], [-2.89342, 1.87729, 2.52820], [0.13825, 5.63363, 4.35301], [0.45911, 4.21743, 3.33950], [1.68516, 3.61041, 3.41602], [1.86728, 2.47722, 2.60278], [3.48845, 1.76948, 2.61784], [0.93034, 1.93313, 1.71374], [1.19492, 0.94624, 0.93323], [-0.36551, 2.62594, 1.67311], [-1.35716, 2.31183, 0.71424], [-1.65559, 0.91338, 0.44012], [-0.55616, 3.73861, 2.52020], [2.47811, 3.97931, 4.04912], [-2.27681, 2.88911, 0.71808], [-1.51674, 4.24199, 2.51948], [-0.19267, 2.05835, -5.91924], [-0.08339, 1.59131, -4.33472], [0.01612, 1.23243, -3.22835], [4.18719, -1.36174, -3.64826], [3.77456, 0.10583, -3.66620], [2.90833, 0.63642, -1.97614], [2.83678, 2.56255, -2.36347], [2.16147, 3.35767, -1.25092], [4.50891, 0.71303, -0.81560], [4.59728, -0.47193, 0.13582], [4.62465, -1.67734, -4.60055], [3.32389, -2.00152, -3.44428], [4.92503, -1.55477, -2.86429], [3.04172, 0.29512, -4.45440], [4.63451, 0.75766, -3.84800], [2.28775, 2.66742, -3.30056], [3.86587, 2.90009, -2.52928], [1.11238, 3.07603, -1.14418], [2.19827, 4.42984, -1.46395], [2.63545, 3.19190, -0.28133], [4.41025, 1.63645, -0.24218], [5.40492, 0.79917, -1.44009], [3.67134, -0.54126, 0.71189], [5.42757, -0.36920, 0.84183], [4.73546, -1.40894, -0.40756]], "forces_ev_per_angstrom": [[0.00, 0.26, -0.23], [0.00, 0.00, 0.00], [0.02, 0.01, 0.03], [0.01, -0.01, 0.01], [0.00, 0.00, -0.01], [0.00, 0.01, 0.00], [0.00, 0.02, -0.01], [0.00, 0.03, -0.02], [-0.04, 0.01, -0.05], [-0.01, -0.10, 0.06], [0.01, 0.05, 0.00], [-0.01, -0.03, -0.03], [0.02, -0.03, -0.01], [-0.03, -0.05, 0.07], [0.02, 0.01, 0.01], [0.04, -0.04, -0.01], [-0.03, 0.01, 0.05], [0.00, 0.01, 0.00], [0.00, 0.00, 0.00], [0.00, 0.00, 0.00], [0.00, 0.00, 0.00], [0.00, 0.00, 0.00], [-0.01, -0.03, 0.02], [0.00, -0.01, 0.01], [-0.01, 0.00, -0.01], [0.00, 0.02, 0.01], [0.01, 0.01, 0.00], [-0.01, 0.01, 0.00], [0.00, 0.00, 0.00], [0.00, 0.00, 0.00], [0.01, 0.00, 0.00], [0.00, -0.02, 0.01], [-0.02, -0.01, 0.01], [-0.11, -0.05, 0.06], [0.01, -0.01, -0.03], [0.00, -0.02, 0.01], [-0.03, 0.01, 0.00], [0.01, 0.01, -0.01], [0.00, -0.02, 0.00], [-0.02, 0.02, 0.02], [-0.03, 0.00, 0.02], [0.00, 0.00, 0.00], [0.00, 0.00, 0.00], [0.00, 0.00, 0.00], [0.00, 0.00, 0.00], [0.01, 0.00, 0.00], [0.00, 0.00, 0.00], [0.00, 0.00, 0.00], [-0.01, -0.02, 0.01], [0.00, -0.01, 0.00], [0.01, 0.03, 0.02], [-0.02, -0.03, -0.02], [0.03, 0.07, -0.01], [-0.01, 0.01, 0.03], [0.02, 0.10, -0.12], [0.02, -0.02, 0.04], [0.00, 0.05, 0.14], [0.08, 0.00, -0.12], [0.07, -0.15, -0.04], [0.01, -0.05, -0.01], [0.00, 0.00, 0.00], [-0.01, -0.01, 0.03], [0.00, 0.00, 0.00], [0.02, 0.01, 0.01], [0.06, -0.08, -0.04], [-0.08, 0.01, 0.03], [0.01, 0.00, 0.01], [-0.01, -0.01, 0.00], [0.05, 0.06, 0.10], [-0.02, 0.00, -0.01], [-0.01, 0.00, -0.02], [0.01, 0.00, -0.02], [0.00, -0.02, -0.03], [0.00, 0.00, -0.01], [0.00, 0.01, 0.00], [0.00, -0.01, 0.00], [0.00, 0.00, 0.00], [0.00, 0.00, 0.00], [0.01, 0.00, 0.02], [0.00, 0.00, 0.00], [0.00, 0.00, 0.01], [0.00, 0.00, 0.00], [0.01, 0.00, 0.02], [-0.01, 0.00, 0.00], [-0.01, 0.01, -0.01], [-0.01, 0.00, 0.01], [0.00, 0.00, 0.01], [0.00, -0.05, -0.01]], "total_charge": -2, "relative_energy_kj_mol": 104.2, "gap_ha": 0.142, "e_homo_ev": -0.2}